This record from the Open Molecules 2025 dataset describes C39H88IN11NbO11S as an isolated structure in a non-equilibrium geometry. The level of theory is ωB97M-V/def2-TZVPD.

Each line ends with the Mulliken charge.
Cartesian coordinates (Å):
I  1.64  0.60  8.08  -0.3381
Nb  0.85  0.28  5.39  -1.0866
S  2.68  3.89  5.30  -0.3770
O  -5.81  9.26  2.63  -0.6619
O  -2.74  -4.69  -8.56  -0.6648
O  5.97  -1.39  -3.71  -0.6857
O  -2.36  6.09  8.53  -0.6595
O  -2.12  -2.06  7.52  -0.4809
O  0.26  -4.08  -3.96  -0.7461
O  8.98  -2.73  -4.47  -0.6503
O  -0.65  -0.17  -0.30  -0.6425
O  -1.14  -0.92  -7.47  -0.5716
O  -1.25  6.44  2.50  -0.6297
O  -1.93  -4.92  1.81  -0.5972
N  8.55  -4.04  -6.28  0.1094
N  -5.81  7.63  4.22  0.1316
N  -3.16  -0.42  -8.38  0.1910
N  -0.61  -2.39  -0.71  0.3495
N  2.42  -3.44  -4.23  0.2171
N  -1.85  -7.15  1.42  0.1462
N  2.79  1.16  4.85  -0.6911
N  7.29  -1.03  -1.90  0.1469
N  -2.84  -5.13  -6.34  0.2571
N  -0.10  6.01  8.70  0.1452
N  -2.19  7.94  1.07  0.1802
C  -1.19  -3.55  -1.36  -0.3071
C  1.16  5.51  8.20  -0.4954
C  -1.97  7.39  2.28  -0.0778
C  -0.67  -7.32  2.26  -0.9218
C  -3.10  9.06  0.90  -1.0502
C  -0.71  -2.18  7.73  -0.6641
C  -2.37  -5.92  1.29  0.0065
C  7.74  -4.29  -7.45  -0.9500
C  6.82  -1.77  -2.91  -0.0193
C  -5.47  8.16  3.04  -0.1545
C  -4.12  -5.81  -6.48  -0.9970
C  -2.42  -8.31  0.77  -0.9375
C  -1.87  -0.17  -8.09  0.0716
C  1.10  -3.24  -4.28  0.1960
C  6.78  0.32  -1.72  -0.9447
C  9.64  -4.94  -5.96  -0.9289
C  -2.23  -5.01  -5.03  -0.6445
C  -0.11  6.89  9.85  -0.9774
C  2.75  2.35  4.87  0.7088
C  -5.35  6.32  4.64  -0.6077
C  -1.28  5.69  8.14  0.0967
C  -0.96  0.58  2.72  -0.0744
C  -1.18  -0.50  5.81  -0.5440
C  -1.49  7.40  -0.08  -0.9624
C  -2.25  2.70  2.16  -0.6730
C  -3.04  3.84  2.80  -1.1150
C  3.38  -2.41  -4.61  -0.9353
C  8.33  -2.98  -5.47  0.1952
C  8.30  -1.53  -0.99  -0.9928
C  0.42  0.08  3.21  -1.0258
C  -3.99  0.52  -9.11  -0.9228
C  2.92  -4.73  -3.78  -0.9750
C  -1.38  1.98  3.18  -0.0270
C  -6.67  8.40  5.11  -1.0364
C  -3.73  -1.68  -7.93  -0.8827
C  -1.12  -1.16  -0.83  0.0326
C  -1.37  -0.90  7.27  -0.0502
C  0.57  -2.58  0.12  -0.8953
C  -2.27  -4.62  -7.43  0.0386
H  1.80  6.34  7.89  0.3438
H  -1.18  5.01  7.27  0.3363
H  4.02  -2.17  -3.78  0.4206
H  -1.49  -4.28  -0.60  -0.2375
H  7.48  -2.35  -5.79  0.2935
H  9.49  -5.38  -4.97  0.2865
H  -1.43  -0.10  8.00  0.6038
H  1.60  -1.43  5.31  0.0260
H  0.91  7.06  10.19  0.3813
H  -3.41  1.40  -9.36  0.2994
H  1.68  4.93  8.97  0.3411
H  -2.06  -3.27  -1.95  0.3330
H  7.27  0.78  -0.86  0.3963
H  -1.75  -0.14  2.92  0.3847
H  -0.52  2.60  3.42  0.2727
H  -3.18  -2.50  -8.36  0.2430
H  9.69  -5.73  -6.70  0.3847
H  -2.93  2.01  1.64  0.4026
H  7.25  -2.77  -2.95  0.4383
H  -1.29  -4.46  -5.09  -0.1067
H  2.57  -4.93  -2.77  0.2778
H  -0.69  6.45  10.66  0.2891
H  -1.63  3.14  1.38  0.2882
H  -6.19  9.35  5.36  0.3150
H  -3.66  -1.75  -6.84  0.2680
H  -4.45  -6.16  -5.50  0.4032
H  -0.37  -8.36  2.27  0.3824
H  -3.91  8.78  0.22  0.3575
H  -3.29  -8.01  0.18  0.2976
H  7.25  -5.26  -7.37  0.3452
H  -2.73  -9.05  1.51  0.3434
H  0.30  2.03  5.43  0.2186
H  -0.33  -1.89  8.70  0.3038
H  -0.56  7.85  9.59  0.2830
H  0.47  -0.99  2.99  0.0704
H  -0.45  -3.99  -2.02  0.2738
H  10.59  -4.40  -5.94  0.2876
H  -1.77  7.95  -0.98  0.3954
H  7.92  -1.53  0.03  0.4014
H  -2.00  0.19  5.58  0.1325
H  2.55  -5.52  -4.43  0.2898
H  -1.34  -1.47  5.33  0.4369
H  -2.58  9.93  0.50  0.3865
H  -1.69  -8.77  0.10  0.3445
H  9.19  -0.91  -1.04  0.3594
H  1.00  4.86  7.34  -0.1225
H  2.86  -1.51  -4.93  0.2869
H  -0.89  0.63  1.62  0.3680
H  -4.78  -1.74  -8.23  0.3770
H  -4.82  7.50  2.45  0.5988
H  -3.75  4.30  2.10  0.4547
H  -6.84  7.83  6.02  0.4039
H  -1.98  1.87  4.09  -0.1635
H  4.00  -2.77  -5.44  0.2908
H  -0.89  -6.99  3.28  0.3039
H  -3.53  9.32  1.86  0.3372
H  1.39  -1.97  -0.27  0.3891
H  -1.53  0.81  -8.46  0.2471
H  0.15  -6.71  1.87  0.2625
H  6.97  -3.52  -7.54  0.3082
H  -7.62  8.62  4.62  0.3029
H  -0.41  7.47  0.06  0.2886
H  -2.90  -4.47  -4.35  0.3990
H  -3.26  -5.89  0.63  0.3310
H  1.21  0.60  2.66  0.7680
H  -3.60  3.53  3.68  0.3674
H  -4.01  -6.66  -7.15  0.2949
H  -2.36  4.63  3.12  0.1913
H  0.36  -2.26  1.14  0.1082
H  -4.87  -5.14  -6.89  0.2692
H  -2.03  -6.00  -4.62  0.3589
H  -2.02  -1.12  -1.47  0.3241
H  0.82  -2.24  -4.63  0.3310
H  -4.35  0.06  -10.03  0.3234
H  -1.74  6.34  -0.21  0.2797
H  4.01  -4.72  -3.80  0.3503
H  0.85  -3.63  0.12  0.3618
H  6.97  0.92  -2.61  0.2835
H  -6.20  5.66  4.81  0.3734
H  -4.72  5.88  3.86  -0.0325
H  -2.55  7.88  3.08  0.4968
H  -0.13  -2.56  6.90  0.2863
H  8.36  -4.28  -8.35  0.3539
H  8.57  -2.55  -1.27  0.2944
H  -4.77  6.40  5.56  0.4099
H  -4.84  0.82  -8.50  0.3216
H  -1.31  -4.12  -7.23  0.3872
H  5.71  0.30  -1.55  0.2921

Values from the calculation:
**Max |F|**: 3.2 eV/A
**Spin multiplicity**: 1
**Net charge**: -1
**E_HOMO**: -4.87 eV
**E_tot**: -101267.5126 eV

***

This record from the Open Molecules 2025 dataset describes C39H93Br9O24P6 as an isolated structure in a non-equilibrium geometry. The level of theory is ωB97M-V/def2-TZVPD.

Each line ends with the Mulliken spin population.
Cartesian coordinates (Å):
Br  -5.72  -2.05  2.81  0.0000
Br  -4.29  3.50  1.53  0.0000
Br  5.85  0.65  -6.19  0.1994
Br  -2.55  -2.81  2.44  0.0001
Br  -4.98  6.22  3.25  0.0000
Br  -2.12  4.52  3.63  0.0000
Br  -3.35  0.30  2.67  0.0000
Br  6.79  -2.58  -6.64  0.2990
Br  5.23  -1.64  -3.89  0.2738
P  7.15  0.02  -0.49  -0.0018
P  3.10  -2.83  3.49  -0.0002
P  -0.33  0.73  -1.07  0.0024
P  4.42  6.43  -0.17  -0.0001
P  -4.89  -3.96  -0.70  0.0000
P  -8.11  0.15  -2.53  0.0000
O  1.89  -3.85  3.30  -0.0002
O  -0.38  1.21  0.44  -0.0001
O  -4.73  -2.45  -0.79  0.0000
O  -1.58  1.55  -1.78  0.0003
O  -7.29  0.40  -1.11  0.0000
O  7.28  -1.56  -0.62  -0.0025
O  -6.25  -4.60  -1.26  0.0000
O  -7.97  1.54  -3.27  0.0000
O  -9.64  0.11  -2.10  0.0000
O  3.03  6.05  -0.58  0.0000
O  4.58  7.87  0.56  0.0000
O  2.74  -1.60  4.20  0.0000
O  1.02  1.44  -1.65  0.0011
O  -3.67  -4.85  -1.33  0.0000
O  3.58  -2.50  1.99  0.0005
O  6.35  0.25  0.88  -0.0040
O  4.30  -3.65  4.23  0.0000
O  -7.65  -1.06  -3.29  0.0000
O  -4.98  -4.51  0.80  0.0000
O  5.52  6.44  -1.39  0.0001
O  8.64  0.52  -0.08  -0.0002
O  5.09  5.35  0.85  0.0000
O  6.64  0.77  -1.72  0.0042
O  -0.44  -0.73  -1.08  0.0009
C  -5.06  -5.92  1.08  0.0000
C  2.82  -2.50  0.84  -0.0286
C  -2.75  -3.33  -3.01  -0.0002
C  -3.92  1.79  -1.59  0.0000
C  -10.32  1.14  -1.48  0.0000
C  -8.15  -3.84  -0.06  0.0000
C  -2.46  -4.29  -1.72  0.0000
C  -6.03  -6.06  2.22  0.0000
C  4.31  3.83  2.50  0.0000
C  6.70  -0.41  2.17  -0.0005
C  2.97  1.10  -2.88  -0.0109
C  -0.05  -5.00  3.61  0.0000
C  -7.53  -0.42  0.01  0.0000
C  5.54  -5.02  2.62  0.0003
C  10.45  -1.00  0.18  0.0001
C  -0.14  2.40  2.50  0.0000
C  2.91  -3.92  0.40  0.0014
C  5.88  8.61  -2.33  0.0000
C  4.69  -4.94  3.86  -0.0001
C  -0.42  2.46  0.99  0.0000
C  6.48  7.44  -1.51  0.0001
C  4.63  4.05  1.03  -0.0001
C  -2.78  0.81  -1.85  -0.0001
C  -9.67  1.50  -4.96  0.0000
C  -11.75  0.91  -1.53  0.0000
C  5.42  -1.27  -5.86  0.2280
C  3.49  8.46  1.19  0.0000
C  6.26  -2.52  -0.65  -0.0966
C  -4.09  4.42  3.30  0.0000
C  -7.34  -3.76  -1.35  0.0000
C  -7.43  0.53  1.20  0.0000
C  6.73  -3.94  -1.08  -0.0063
C  -3.90  -1.51  2.00  0.0000
C  6.22  0.56  3.27  0.0001
C  2.28  0.97  -1.50  -0.0180
C  -8.15  1.72  -4.68  0.0000
C  9.70  -0.06  -0.75  -0.0007
C  0.72  -3.87  4.21  0.0000
C  3.69  9.93  0.78  0.0000
H  -1.95  -3.60  -3.70  0.0002
H  3.97  0.67  -2.97  0.0084
H  -7.87  2.77  -4.65  0.0000
H  3.83  -4.11  -0.14  0.0011
H  6.15  -2.78  0.41  0.0003
H  7.64  -4.16  -0.52  0.0011
H  -6.12  -7.13  2.40  0.0000
H  -4.55  3.77  4.05  0.0000
H  5.13  -5.44  4.72  0.0000
H  -3.95  -1.30  0.93  0.0000
H  -10.24  2.21  -4.37  0.0000
H  6.66  1.55  3.18  0.0000
H  3.03  -4.69  1.16  0.0005
H  0.68  1.74  2.79  0.0000
H  -4.07  -6.31  1.27  0.0000
H  0.16  -2.93  4.15  0.0000
H  2.80  1.51  -0.71  -0.0063
H  -10.16  2.15  -1.84  0.0000
H  -0.91  -5.28  4.22  0.0000
H  2.35  0.57  -3.61  -0.0022
H  -8.41  -4.90  -0.05  0.0000
H  -6.73  -1.16  0.01  0.0000
H  6.81  -4.07  -2.16  0.0042
H  -12.32  1.74  -1.11  0.0000
H  -3.72  -3.58  -3.45  0.0000
H  0.21  3.37  2.85  0.0000
H  2.52  8.05  0.95  0.0000
H  -7.09  -2.71  -1.47  0.0000
H  -4.84  1.22  -1.52  0.0000
H  10.30  -0.93  1.25  0.0000
H  3.78  2.91  2.74  0.0000
H  -9.07  -3.26  0.00  0.0000
H  3.68  8.31  2.26  0.0000
H  -1.90  -3.76  -0.95  0.0000
H  5.06  -5.59  1.83  -0.0001
H  -0.41  -4.88  2.59  0.0000
H  5.48  8.28  -3.28  0.0000
H  -1.42  2.85  0.76  0.0000
H  -7.66  1.00  -5.34  0.0000
H  3.08  10.09  -0.10  0.0000
H  -10.01  0.47  -4.90  0.0000
H  11.51  -0.86  -0.06  0.0000
H  5.28  -2.16  -0.97  0.0867
H  5.13  0.66  3.27  0.0000
H  -12.03  0.76  -2.57  0.0000
H  -5.37  -6.47  0.19  0.0000
H  -5.74  -5.70  3.21  0.0000
H  5.58  3.56  0.83  0.0000
H  -6.98  -5.63  1.90  0.0000
H  5.95  -4.06  2.29  0.0001
H  6.14  -1.35  2.18  0.0007
H  -8.08  1.39  1.01  0.0000
H  3.70  4.71  2.67  0.0000
H  6.93  7.83  -0.60  0.0000
H  2.27  -0.07  -1.17  0.0173
H  -2.75  -2.25  -2.91  0.0000
H  7.26  6.93  -2.07  -0.0001
H  -8.10  -4.05  -2.08  0.0000
H  3.28  -1.92  0.04  0.0427
H  3.48  10.59  1.62  0.0000
H  1.77  -2.23  0.95  -0.0015
H  2.09  -4.26  -0.24  0.0008
H  -7.57  -0.09  2.08  0.0000
H  0.55  -5.91  3.51  0.0000
H  -9.96  1.14  -0.45  0.0000
H  -4.30  2.50  -2.32  0.0000
H  3.77  -5.52  3.77  0.0000
H  -6.47  1.05  1.28  0.0000
H  -7.66  -3.47  0.84  0.0000
H  -1.81  -5.10  -2.04  0.0000
H  4.48  -1.37  -6.41  0.0066
H  9.44  -0.55  -1.69  0.0006
H  -2.81  0.36  -2.84  0.0000
H  -11.99  0.11  -0.84  0.0000
H  0.24  3.29  0.71  0.0000
H  0.87  -4.05  5.28  0.0000
H  6.59  9.43  -2.47  0.0000
H  6.06  -4.66  -0.63  -0.0011
H  -9.75  1.64  -6.04  0.0000
H  5.00  9.12  -1.94  0.0000
H  -8.55  -0.81  0.02  0.0000
H  6.40  -5.54  3.04  0.0000
H  3.04  2.15  -3.15  -0.0004
H  3.95  3.72  0.24  0.0001
H  10.26  -2.01  -0.17  0.0000
H  7.76  -0.64  2.17  -0.0002
H  6.52  0.03  4.18  0.0000
H  -2.78  0.08  -1.04  0.0001
H  4.72  10.23  0.61  0.0000
H  10.36  0.72  -1.12  0.0001
H  -3.82  2.21  -0.59  0.0000
H  4.98  4.09  3.32  0.0000
H  -0.99  1.96  3.02  0.0000

Values from the calculation:
**Max |F|**: 5.6 eV/A
**Spin multiplicity**: 2
**Net charge**: -1
**E_HOMO (alpha / beta)**: -1.10 / -5.33 eV
**E_tot**: -777216.5566 eV

***

This record from the Open Molecules 2025 dataset describes a 9-piece molecular cluster, C39H93N3O9 overall in a non-equilibrium geometry. The level of theory is ωB97M-V/def2-TZVPD.

Each line ends with the Mulliken charge.
Cartesian coordinates (Å):
O  1.77  -4.73  3.05  -0.4249
O  0.24  -1.56  -2.49  0.0776
O  -3.30  -3.87  5.64  -0.4709
O  1.59  3.10  5.14  -0.5472
O  -2.13  1.04  1.07  -0.1277
O  2.85  3.75  2.28  -0.5917
O  3.84  -1.27  -2.12  -0.4284
O  0.22  0.21  -0.27  1.4128
O  1.91  5.57  0.32  -0.5719
N  1.51  4.76  -0.75  1.3102
N  -3.08  -3.69  4.23  0.0385
N  -0.40  -2.11  -3.61  -0.2936
C  1.38  0.23  0.53  1.0815
C  4.73  2.36  3.09  -1.3983
C  -2.59  -1.23  4.50  -1.2034
C  -0.27  3.81  0.63  -1.3170
C  1.92  3.81  -3.02  -0.0686
C  -1.69  -1.83  -6.18  -0.6389
C  2.85  -4.72  2.15  -0.0708
C  2.34  6.23  -2.52  -1.8724
C  -4.98  -5.12  3.81  -1.6670
C  1.04  -0.73  -5.08  -1.0137
C  3.87  2.82  1.92  1.0248
C  -4.14  -3.65  2.02  -1.7833
C  -3.18  1.22  0.12  0.7053
C  -3.23  -2.48  1.64  1.0539
C  -4.39  -3.74  3.53  1.8203
C  -2.16  -2.58  3.95  2.0622
C  -2.53  -2.09  -4.91  -1.3188
C  -2.55  -2.39  -2.49  -1.8667
C  0.84  1.89  5.09  -0.3340
C  3.81  4.49  -1.56  -1.5382
C  -1.80  -1.68  -3.63  2.0957
C  -0.72  5.77  -0.95  -1.9585
C  0.45  -2.15  -4.78  2.0373
C  -1.94  -2.50  2.42  -0.5051
C  -0.13  2.01  3.92  0.0650
C  0.40  3.77  -3.16  -1.3430
C  3.72  0.14  -2.23  1.4591
C  2.65  -5.50  0.85  -0.9713
C  -0.23  3.43  -1.80  -0.1658
C  -0.35  -2.52  -6.05  -1.4439
C  1.60  -3.13  -4.63  -1.9914
C  1.97  -1.17  0.71  -1.2414
C  0.09  4.46  -0.72  1.8022
C  2.37  4.82  -1.94  1.3227
C  -5.40  -2.65  3.98  -1.6239
C  -4.33  1.88  0.86  -1.5752
C  -0.79  -2.98  4.55  -2.2095
C  5.06  0.66  -2.75  -1.6039
C  -2.02  -0.17  -3.44  -1.6320
H  -6.42  -3.04  3.96  0.4063
H  2.39  4.03  -3.97  0.6271
H  -5.25  2.02  0.29  0.3623
H  -3.55  -4.54  1.77  0.4386
H  -2.19  -2.31  -7.03  0.4115
H  5.55  1.79  2.65  0.4294
H  -6.07  -5.12  3.80  0.3249
H  1.35  6.64  -2.76  0.2998
H  -1.84  -0.44  4.47  -0.1562
H  4.54  4.78  -2.31  0.4488
H  -3.55  -0.88  4.14  0.2902
H  -1.31  3.49  -1.97  0.3904
H  -2.17  -2.24  -1.46  -0.0114
H  0.42  1.97  2.97  -0.5586
H  2.76  6.96  -1.82  0.3930
H  -2.65  -4.56  5.78  0.3936
H  -5.17  -2.23  4.95  0.3149
H  2.26  2.82  -2.70  -0.8269
H  -1.78  5.54  -0.76  0.4648
H  3.78  -5.13  2.57  0.3078
H  -0.49  3.04  3.82  0.3419
H  0.09  4.45  1.44  0.7508
H  3.55  -5.53  0.24  0.3413
H  1.83  -5.05  0.29  0.1483
H  0.38  -0.22  -1.13  -0.4463
H  -3.96  2.83  1.26  0.3416
H  -3.46  0.27  -0.34  0.0395
H  0.24  1.90  6.01  0.3698
H  2.09  -3.48  -5.55  0.3861
H  -5.02  -3.63  1.38  0.3718
H  0.10  3.07  -3.95  0.4025
H  -2.80  1.98  -0.56  -0.0388
H  -2.77  -3.15  -4.85  0.3886
H  4.01  5.08  -0.66  0.5284
H  2.34  -6.54  1.01  0.3972
H  0.30  -2.27  -6.90  0.5036
H  -1.54  0.29  -2.57  -0.2059
H  -4.59  1.30  1.75  0.2442
H  3.10  -3.67  2.00  0.0262
H  -0.69  6.11  -1.98  0.3471
H  0.31  -2.26  -1.82  0.1538
H  2.94  6.33  -3.43  0.4296
H  -1.27  -1.66  2.25  -0.3092
H  -0.01  -2.22  4.60  0.2444
H  2.41  -2.79  -3.98  0.1627
H  4.47  3.31  1.15  0.3197
H  -0.40  -3.88  4.08  0.5110
H  2.12  0.97  0.22  -1.0203
H  0.16  2.81  0.64  -0.2978
H  -4.73  -5.56  4.78  0.3633
H  -1.29  -3.32  2.09  0.3430
H  5.26  0.27  -3.74  0.3952
H  0.04  2.40  -1.54  -0.4521
H  1.23  -4.06  -4.18  0.4633
H  3.33  1.98  1.47  -0.5549
H  -3.08  0.03  -3.31  0.5567
H  1.18  -1.79  1.16  0.0774
H  2.26  4.91  0.94  0.3969
H  0.09  4.77  -3.47  0.4453
H  1.57  -0.63  -6.03  0.5289
H  -1.32  0.83  0.59  -0.1983
H  2.86  0.55  -2.75  -0.5139
H  4.13  1.84  3.84  0.2884
H  2.91  -1.27  1.24  0.4712
H  -0.54  -3.60  -6.08  0.3556
H  -3.41  -1.47  -5.07  0.4284
H  5.83  0.47  -2.00  0.4768
H  -3.79  -1.57  1.88  -0.3149
H  -2.38  -3.46  -2.61  0.5144
H  2.25  2.99  5.83  0.3053
H  -4.71  -5.89  3.09  0.3682
H  3.94  3.43  -1.34  -0.1990
H  -3.60  -2.16  -2.30  0.4411
H  -2.79  -1.34  5.57  0.4077
H  -1.66  0.37  -4.31  0.3796
H  2.07  -1.56  -0.31  0.0477
H  -5.50  -1.84  3.24  0.3072
H  -1.56  -0.76  -6.35  0.3177
H  -0.95  1.30  3.89  0.0780
H  1.59  -5.64  3.29  0.2781
H  3.52  0.52  -1.21  -0.3729
H  1.45  0.99  5.07  0.3289
H  -0.34  6.56  -0.32  0.3628
H  4.71  -1.51  -1.80  0.2885
H  5.29  3.18  3.55  0.3488
H  -0.97  -3.27  5.59  0.5451
H  5.12  1.75  -2.80  0.3174
H  0.22  -0.01  -5.08  0.3322
H  1.68  -0.36  -4.29  -0.4673
H  1.05  0.51  1.53  -0.0850
H  -3.20  -2.53  0.55  -0.3163
H  2.34  3.36  3.01  0.0820
H  -1.35  3.73  0.76  0.0947

Values from the calculation:
**SMILES**: CC1(C)CCCC(C)(C)N1O.CC1(C)CCCC(C)(C)N1O.CC1(C)CCCC(C)(C)N1O.CCO.CCO.CCO.CCO.CCO.CCO
**Max |F|**: 2.3 eV/A
**Spin multiplicity**: 1
**Energy relative to the best compared isomer or geometry (same formula, charge and spin)**: 0.696 eV
**E_HOMO**: -7.43 eV
**E_tot**: -64843.7108 eV